1.
DFT (the ωB97M-V functional and the def2-TZVPD basis) results for a single C14H13NO2 molecule.

```
30
Properties=species:S:1:pos:R:3:forces:R:3:lowdin_charge:R:1
O -1.100 -0.097 2.314 2.130 -2.552 -0.939 0.06
O 1.056 -0.551 2.263 -1.913 -0.151 -0.943 0.05
N -0.132 -0.889 2.197 0.388 1.137 2.833 -0.28
C 2.327 -3.511 5.737 0.313 -0.374 1.238 -0.31
C -2.693 -3.155 3.236 0.263 1.714 -0.628 -0.02
C 2.781 -3.716 4.457 -0.004 -0.518 -0.577 -0.06
C 1.019 -3.139 5.982 -0.477 -0.344 0.541 -0.04
C -0.249 -2.508 2.421 0.016 -1.386 -1.978 -0.10
C 0.152 -2.900 4.924 0.222 0.711 -0.871 -0.02
C -3.575 -2.888 0.589 0.442 -0.455 0.743 -0.08
C 1.912 -3.571 3.394 -1.114 1.436 -0.252 0.00
C -4.491 -2.693 1.626 0.981 -0.533 0.064 -0.09
C 3.306 -3.700 6.867 0.599 0.498 0.439 -0.06
C -2.209 -3.100 0.864 -0.078 1.696 1.058 -0.03
C 0.614 -2.945 3.594 0.580 -1.331 0.677 -0.16
C -4.043 -2.849 2.930 0.526 -0.743 0.398 -0.08
C -1.704 -2.949 2.214 -1.505 -0.952 -0.297 -0.15
H 0.664 -3.078 7.029 0.184 0.018 -0.782 0.12
H 0.306 -2.912 1.527 -0.516 0.820 0.625 0.15
H 2.795 -3.515 7.839 0.625 -0.096 -0.568 0.08
H 2.260 -3.893 2.417 -0.216 0.481 -0.150 0.11
H -3.932 -2.853 -0.426 0.098 -0.151 -0.283 0.10
H -5.543 -2.575 1.433 -0.150 0.367 -0.114 0.10
H -1.539 -3.159 0.003 0.067 0.106 0.396 0.11
H 3.829 -4.036 4.349 -0.672 -0.008 -0.317 0.13
H -2.433 -3.361 4.288 -0.079 0.395 -0.758 0.09
H -4.755 -2.735 3.747 0.189 -0.327 -0.123 0.10
H 4.079 -2.920 6.668 -0.344 -0.435 0.683 0.09
H -0.884 -2.629 5.098 0.325 0.272 0.178 0.09
H 3.874 -4.667 6.920 -0.879 0.706 -0.293 0.09
```
Positions in Å, forces in eV/Å.

Computed properties:
total energy = -746.371114 Ha
gap between HOMO and LUMO = 8.99 eV
LUMO = -0.04 eV
energy above the lowest of the compared OMol25 structures with the same formula, charge and spin = 530.6 kJ/mol
structure (SMILES) = Cc1ccc([C@@H](c2ccccc2)[N+](=O)[O-])cc1
charge = 0



2.
DFT (the ωB97M-V functional and the def2-TZVPD basis) results for a single C14H13P molecule.

```
28
Properties=species:S:1:pos:R:3:forces:R:3:lowdin_charge:R:1
P 0.452 0.922 -1.444 -0.384 -1.827 0.020 1.10
C 2.050 1.795 2.164 1.671 -0.442 2.439 -0.11
C -0.422 1.268 1.271 -1.623 -0.724 0.596 -0.11
C 0.952 -0.852 -1.297 8.522 -0.545 -2.864 -0.37
C -0.066 -1.714 -0.814 -1.130 -1.156 3.880 -0.31
C 0.599 1.144 0.385 -0.956 0.807 -0.936 -0.40
C 1.826 1.488 0.865 1.600 0.591 -2.527 -0.15
C 1.021 1.860 3.097 -0.232 -0.684 0.154 -0.07
C -0.248 1.594 2.586 0.356 1.460 1.331 -0.09
C -1.432 -1.182 -1.150 0.479 -0.439 -1.310 -0.27
C -2.207 0.919 -2.247 1.456 1.903 -1.076 0.01
C -1.244 0.197 -1.700 -0.720 -0.015 1.023 -0.42
C -2.548 -1.917 -1.214 0.424 -0.901 1.554 0.07
C 2.451 -1.146 -1.711 -7.175 0.395 0.517 0.05
C 0.069 -2.524 0.294 -1.879 -0.054 -1.586 0.11
H -3.507 -1.617 -1.528 -0.789 1.129 -0.604 0.04
H 2.807 -2.175 -1.959 -0.294 0.970 0.702 0.04
H -1.440 1.047 1.062 -0.738 -0.102 -0.919 0.10
H 0.979 -2.759 0.783 0.915 -0.020 0.054 0.05
H 3.091 1.796 2.534 -0.574 0.617 -0.370 0.11
H -1.128 1.858 3.166 0.044 -0.596 0.188 0.11
H 2.786 -0.301 -2.308 0.605 -0.192 0.432 0.00
H 2.590 1.660 0.074 0.015 -0.554 0.974 0.11
H 1.195 1.991 4.188 -0.084 0.179 -1.093 0.12
H -1.858 1.826 -2.771 -0.449 -0.137 0.578 0.06
H -2.684 -2.900 -0.724 0.910 0.351 -0.537 0.07
H -0.839 -3.040 0.727 1.035 0.843 -0.573 0.08
H -3.245 0.762 -2.328 -1.004 -0.859 -0.048 0.05
```
Positions in Å, forces in eV/Å.

Computed properties:
total energy = -882.443798 Ha
gap between HOMO and LUMO (spin up / spin down) = 7.83 / 7.83 eV
LUMO (spin up / spin down) = -0.35 / -0.35 eV
energy above the lowest of the compared OMol25 structures with the same formula, charge and spin = 308.1 kJ/mol
structure (SMILES) = C=c1c(=C)c(=C)p(-c2ccccc2)c1=C
charge = 0



3.
DFT (the ωB97M-V functional and the def2-TZVPD basis) results for a molecular structure, C14H14CuNS3Te.

```
34
Properties=species:S:1:pos:R:3:forces:R:3:lowdin_spin:R:1
Te 1.055 -1.951 -1.021 0.121 0.433 0.020 0.00
Cu 1.258 1.757 -0.660 0.375 0.189 0.030 0.49
S 1.433 2.975 -2.642 0.121 -0.150 0.036 0.11
S 3.480 2.170 -0.820 0.301 0.088 -0.211 0.19
S 4.296 3.732 -3.273 -0.224 -0.170 0.150 0.03
N -0.641 0.977 -0.859 -0.483 0.126 -0.054 0.04
C 1.881 1.193 2.337 0.051 0.011 -0.062 0.01
C 1.720 -3.948 -1.253 0.053 -0.193 -0.035 0.00
C -0.296 0.772 1.497 -0.379 -0.020 -0.314 0.01
C 1.481 0.745 3.590 -0.070 -0.027 0.019 0.00
C 0.180 0.287 3.796 0.024 0.024 -0.083 0.00
C 3.156 2.998 -2.322 -0.049 0.066 0.119 0.00
C -3.385 0.793 -0.714 -0.174 -0.019 0.069 0.00
C -0.987 -2.528 -0.981 -0.122 -0.020 0.019 0.00
C 1.010 1.221 1.247 -0.186 -0.044 0.032 0.09
C -1.383 1.042 -1.964 0.024 -0.060 -0.038 0.01
C -0.716 0.298 2.740 0.156 0.023 0.118 0.00
C -2.623 0.728 0.434 0.175 -0.047 0.019 0.00
C -1.232 0.815 0.337 0.210 -0.048 0.352 0.01
C -2.763 0.944 -1.944 0.164 -0.008 -0.141 0.00
H -1.721 -0.081 2.892 -0.009 0.016 -0.015 0.00
H -4.465 0.734 -0.650 0.009 0.002 -0.009 0.00
H -3.323 1.001 -2.866 -0.011 -0.009 0.008 0.00
H -0.826 1.175 -2.885 -0.027 0.054 -0.004 0.00
H -1.186 -3.120 -0.090 -0.047 -0.014 -0.019 0.00
H 2.181 0.743 4.418 0.020 -0.006 -0.020 0.00
H -1.593 -1.624 -0.957 -0.012 -0.039 0.000 0.00
H 2.906 1.527 2.203 -0.009 0.021 0.007 0.00
H -1.221 -3.095 -1.880 -0.038 -0.014 0.018 0.00
H 1.288 -4.377 -2.154 0.031 -0.060 0.009 0.00
H -0.125 -0.080 4.768 0.005 -0.004 0.008 0.00
H -3.087 0.632 1.404 -0.023 0.000 -0.004 0.00
H 2.803 -3.922 -1.348 -0.001 -0.047 -0.001 0.00
H 1.445 -4.534 -0.379 0.023 -0.056 -0.024 0.00
```
Positions in Å, forces in eV/Å.

Computed properties:
total energy = -3699.757255 Ha
gap between HOMO and LUMO (spin up / spin down) = 5.62 / 6.34 eV
LUMO (spin up / spin down) = 2.18 / 2.18 eV
energy above the lowest of the compared OMol25 structures with the same formula, charge and spin = 27.5 kJ/mol
spin multiplicity = 2
charge = -1



4.
DFT (the ωB97M-V functional and the def2-TZVPD basis) results for a single C14H14F4N2O2 molecule.

```
36
Properties=species:S:1:pos:R:3:forces:R:3:lowdin_charge:R:1
F -1.266 -0.267 -3.270 0.287 -0.390 0.952 0.11
F -2.522 -1.116 1.221 0.554 0.282 -0.297 0.12
F -0.085 -1.987 1.789 0.288 0.892 -1.060 0.10
F 0.986 -1.573 -2.883 -0.557 0.435 1.333 0.09
O -2.934 0.280 -1.147 1.437 -1.194 0.237 0.12
O 1.717 -2.438 0.099 -0.510 0.284 -0.190 0.12
N 3.254 -1.187 -1.161 -0.251 -1.682 -1.077 0.06
N 2.442 -0.066 0.580 0.330 0.211 1.699 -0.05
C -1.530 -0.943 0.333 0.475 -0.367 0.598 -0.13
C 3.655 -2.267 -3.332 0.001 -0.322 -0.449 -0.04
C 3.439 0.674 0.012 1.556 0.186 -1.418 -0.06
C -1.904 -0.376 -0.963 -1.536 1.437 -0.242 -0.27
C 3.908 0.004 -1.071 0.712 1.998 0.969 -0.09
C 5.430 -2.329 -1.600 0.370 -0.018 0.188 -0.05
C 3.409 -3.718 -1.319 0.092 -0.761 -0.215 -0.04
C -0.265 -1.326 0.611 -1.530 -0.426 0.239 -0.10
C 1.626 0.492 1.653 0.250 -0.284 -0.287 0.00
C 0.247 -1.275 -1.781 -0.724 -0.282 -1.624 -0.04
C 3.931 -2.399 -1.852 -0.681 0.887 0.374 -0.51
C -0.937 -0.659 -2.019 0.604 -0.156 -0.581 -0.11
C 2.189 -1.160 -0.252 3.075 0.661 1.268 -0.40
C 0.811 -1.430 -0.433 -4.297 -1.983 -0.239 -0.18
H 3.980 -1.291 -3.700 -0.023 -0.097 -0.067 0.09
H 5.898 -3.241 -1.997 -0.166 0.231 0.040 0.09
H 4.167 -3.059 -3.889 0.157 0.170 0.074 0.10
H 0.715 0.978 1.271 0.161 -0.155 0.176 0.10
H 3.708 -3.867 -0.274 -0.349 0.045 -0.209 0.10
H 3.780 1.594 0.456 -0.090 0.043 -0.148 0.12
H 2.596 -2.389 -3.519 0.251 -0.003 -0.190 0.06
H 5.889 -1.474 -2.111 -0.030 -0.201 0.207 0.08
H 2.248 1.244 2.141 -0.172 -0.056 0.002 0.09
H 3.874 -4.532 -1.896 0.043 0.315 0.051 0.10
H 1.389 -0.277 2.393 -0.091 0.217 -0.142 0.10
H 2.328 -3.825 -1.448 0.410 -0.061 0.113 0.09
H 5.650 -2.288 -0.526 -0.016 0.105 -0.232 0.10
H 4.689 0.281 -1.758 -0.032 0.039 0.145 0.11
```
Positions in Å, forces in eV/Å.

Computed properties:
total energy = -1201.157814 Ha
gap between HOMO and LUMO = 6.46 eV
LUMO = -0.80 eV
structure (SMILES) = CN1C=CN(C(C)(C)C)[C@@]12OC21C(F)=C(F)C(=O)C(F)=C1F
charge = 0



Please write out number 1 again, unchanged.
DFT (the ωB97M-V functional and the def2-TZVPD basis) results for a single C14H13NO2 molecule.

```
30
Properties=species:S:1:pos:R:3:forces:R:3:lowdin_charge:R:1
O -1.100 -0.097 2.314 2.130 -2.552 -0.939 0.06
O 1.056 -0.551 2.263 -1.913 -0.151 -0.943 0.05
N -0.132 -0.889 2.197 0.388 1.137 2.833 -0.28
C 2.327 -3.511 5.737 0.313 -0.374 1.238 -0.31
C -2.693 -3.155 3.236 0.263 1.714 -0.628 -0.02
C 2.781 -3.716 4.457 -0.004 -0.518 -0.577 -0.06
C 1.019 -3.139 5.982 -0.477 -0.344 0.541 -0.04
C -0.249 -2.508 2.421 0.016 -1.386 -1.978 -0.10
C 0.152 -2.900 4.924 0.222 0.711 -0.871 -0.02
C -3.575 -2.888 0.589 0.442 -0.455 0.743 -0.08
C 1.912 -3.571 3.394 -1.114 1.436 -0.252 0.00
C -4.491 -2.693 1.626 0.981 -0.533 0.064 -0.09
C 3.306 -3.700 6.867 0.599 0.498 0.439 -0.06
C -2.209 -3.100 0.864 -0.078 1.696 1.058 -0.03
C 0.614 -2.945 3.594 0.580 -1.331 0.677 -0.16
C -4.043 -2.849 2.930 0.526 -0.743 0.398 -0.08
C -1.704 -2.949 2.214 -1.505 -0.952 -0.297 -0.15
H 0.664 -3.078 7.029 0.184 0.018 -0.782 0.12
H 0.306 -2.912 1.527 -0.516 0.820 0.625 0.15
H 2.795 -3.515 7.839 0.625 -0.096 -0.568 0.08
H 2.260 -3.893 2.417 -0.216 0.481 -0.150 0.11
H -3.932 -2.853 -0.426 0.098 -0.151 -0.283 0.10
H -5.543 -2.575 1.433 -0.150 0.367 -0.114 0.10
H -1.539 -3.159 0.003 0.067 0.106 0.396 0.11
H 3.829 -4.036 4.349 -0.672 -0.008 -0.317 0.13
H -2.433 -3.361 4.288 -0.079 0.395 -0.758 0.09
H -4.755 -2.735 3.747 0.189 -0.327 -0.123 0.10
H 4.079 -2.920 6.668 -0.344 -0.435 0.683 0.09
H -0.884 -2.629 5.098 0.325 0.272 0.178 0.09
H 3.874 -4.667 6.920 -0.879 0.706 -0.293 0.09
```
Positions in Å, forces in eV/Å.

Computed properties:
total energy = -746.371114 Ha
gap between HOMO and LUMO = 8.99 eV
LUMO = -0.04 eV
energy above the lowest of the compared OMol25 structures with the same formula, charge and spin = 530.6 kJ/mol
structure (SMILES) = Cc1ccc([C@@H](c2ccccc2)[N+](=O)[O-])cc1
charge = 0